The following is a DFT calculation (ωB97M-V/def2-TZVPD) of a structure of composition C39H62B2N12Pt.

The expectation value of S² is 6.020. Its net charge is +2. The spin multiplicity is 5. The value obtained for the LUMO energy (alpha / beta) is -3.86 / -9.66 eV. For the frontier orbital gap (alpha / beta), the calculation gives 0.3547 / 0.1491 hartree.

Positions of all 116 atoms, in Å:
1 Pt -0.0047 0.0072 0.0206
2 C -3.0326 3.4756 -2.9648
3 C -1.7108 2.8816 -2.5994
4 C -0.4741 3.1857 -3.1384
5 C 0.4697 2.3965 -2.4993
6 N -0.1821 1.6097 -1.5799
7 N -1.5228 1.9365 -1.6696
8 B -2.6327 1.2910 -0.8186
9 N -2.4373 1.5808 0.6874
10 N -1.3474 1.1542 1.4315
11 C -1.5476 1.6105 2.7139
12 C -2.7418 2.3037 2.7423
13 C -3.2800 2.2703 1.4593
14 C -4.5613 2.8830 1.0006
15 C -0.7063 1.4668 3.9928
16 C -0.3757 2.8798 4.5019
17 C -1.5801 0.7844 5.0586
18 C 0.6003 0.6875 3.8870
19 N -2.7587 -0.2194 -1.0948
20 N -1.7604 -1.1434 -0.8464
21 C -2.2598 -2.3649 -1.2304
22 C -3.5466 -2.1739 -1.7094
23 C -3.8358 -0.8250 -1.6108
24 C -5.1034 -0.1364 -2.0010
25 C -1.6497 -3.7779 -1.2230
26 C -1.6070 -4.2839 -2.6759
27 C -0.2559 -3.9484 -0.6297
28 C -2.6051 -4.6948 -0.4409
29 C 1.9523 2.5066 -2.8981
30 C 2.0718 2.1332 -4.3865
31 C 2.3658 3.9811 -2.7560
32 C 2.9626 1.6668 -2.1252
33 H -2.8867 4.2170 -3.7478
34 H -3.7253 2.7191 -3.3360
35 H -3.5039 3.9681 -2.1131
36 H -0.2895 3.9128 -3.9165
37 H -3.6614 1.7951 -1.1394
38 H -3.1896 2.7885 3.5978
39 H -5.0420 3.3826 1.8395
40 H -4.3942 3.6192 0.2125
41 H -5.2482 2.1305 0.6097
42 H -1.2772 3.4664 4.6942
43 H 0.1809 2.8032 5.4402
44 H 0.2408 3.4281 3.7880
45 H -2.4959 1.3463 5.2575
46 H -1.8601 -0.2267 4.7588
47 H -1.0187 0.7162 5.9945
48 H 1.2985 1.1519 3.1976
49 H 1.0708 0.6790 4.8736
50 H 0.4376 -0.3455 3.5953
51 H -4.2144 -2.9334 -2.0910
52 H -5.8044 -0.8723 -2.3899
53 H -5.5705 0.3628 -1.1509
54 H -4.9325 0.6141 -2.7740
55 H -0.9353 -3.6833 -3.2938
56 H -1.2397 -5.3142 -2.6860
57 H -2.5966 -4.2759 -3.1393
58 H 0.4959 -3.3955 -1.1817
59 H -0.2194 -3.6640 0.4163
60 H 0.0086 -5.0073 -0.6897
61 H -3.6090 -4.7039 -0.8718
62 H -2.2212 -5.7185 -0.4639
63 H -2.6870 -4.3885 0.6038
64 H 1.4378 2.7619 -5.0163
65 H 3.1081 2.2715 -4.7086
66 H 1.8028 1.0894 -4.5644
67 H 1.7456 4.6414 -3.3668
68 H 2.2996 4.3164 -1.7193
69 H 3.4026 4.0975 -3.0835
70 H 2.7885 0.6033 -2.2433
71 H 3.9563 1.8812 -2.5269
72 H 2.9790 1.9160 -1.0698
73 C 0.2366 -1.0644 -3.4670
74 C 1.3399 -1.4493 -2.5456
75 C 2.4903 -2.1753 -2.7967
76 C 3.1832 -2.2480 -1.5848
77 C 4.4837 -2.9134 -1.2879
78 N 2.4617 -1.5876 -0.6601
79 N 1.3376 -1.0974 -1.2361
80 B 2.7404 -1.3433 0.8495
81 N 2.8002 0.1880 1.1116
82 N 1.7321 0.9783 0.8320
83 C 2.0559 2.2572 1.1491
84 C 1.1119 3.3966 0.9585
85 C 3.3484 2.2692 1.6391
86 C 3.7959 0.9440 1.6043
87 C 5.1167 0.3930 2.0190
88 N 1.5761 -1.9485 1.6834
89 N 0.3006 -1.5202 1.5008
90 C -0.5050 -2.2128 2.3453
91 C -1.9806 -2.0017 2.4028
92 C 0.2790 -3.0884 3.0728
93 C 1.5939 -2.8994 2.6327
94 C 2.8372 -3.5858 3.0835
95 H 0.4334 -1.4453 -4.4683
96 H 0.1274 0.0200 -3.5162
97 H -0.7195 -1.4592 -3.1200
98 H 2.7978 -2.6041 -3.7408
99 H 4.8723 -3.3774 -2.1908
100 H 4.3691 -3.6859 -0.5246
101 H 5.2222 -2.1963 -0.9230
102 H 3.7742 -1.8519 1.1627
103 H 0.1577 3.0694 0.5519
104 H 1.5437 4.1345 0.2825
105 H 0.9348 3.9042 1.9063
106 H 3.9086 3.1284 1.9819
107 H 5.7499 1.1961 2.3874
108 H 5.6236 -0.0914 1.1817
109 H 5.0050 -0.3508 2.8109
110 H -2.3085 -1.2361 1.7034
111 H -2.2828 -1.7120 3.4088
112 H -2.5031 -2.9303 2.1727
113 H -0.0515 -3.7844 3.8316
114 H 2.5969 -4.3078 3.8598
115 H 3.5601 -2.8727 3.4855
116 H 3.3195 -4.1129 2.2574

Atoms 1-3, force components in eV/Å:
0.28 -0.14 0.13
0.08 -0.03 0.02
-0.12 0.02 -0.03

The following is a DFT calculation (ωB97M-V/def2-TZVPD) of a structure of composition C39H63AsN4P2PdSi3 at a distorted geometry.

For the energy relative to the best compared isomer or geometry (same formula, charge and spin), the calculation gives 0.0 kcal per mole. Its net charge is +2. The value obtained for the LUMO energy (alpha / beta) is -6.63 / -6.63 eV. For the frontier orbital gap (alpha / beta), the calculation gives 0.2307 / 0.2308 hartree.

Positions of all 113 atoms, in Å:
1 Pd 0.3075 -0.1174 0.1348
2 C -0.0880 -3.6246 2.7657
3 N 0.0085 -2.4825 1.8565
4 P -0.0549 -0.8526 2.2567
5 C 1.3697 -0.3546 3.2385
6 C 2.1743 0.6909 2.7791
7 C 3.2622 1.1079 3.5321
8 C 3.5577 0.4661 4.7272
9 C 2.7581 -0.5758 5.1827
10 C 1.6544 -0.9795 4.4514
11 C -1.4675 -0.6490 3.3500
12 C -1.4687 0.4025 4.2702
13 C -2.5600 0.5917 5.1033
14 C -3.6424 -0.2750 5.0410
15 C -3.6321 -1.3427 4.1519
16 C -2.5518 -1.5296 3.3053
17 P -0.1610 -2.4485 0.1701
18 C -1.8045 -3.0927 -0.1456
19 C -2.0223 -4.2949 -0.8183
20 C -3.3190 -4.7458 -1.0136
21 C -4.3985 -4.0034 -0.5472
22 C -4.1836 -2.7970 0.1103
23 C -2.8920 -2.3408 0.3021
24 C 0.9731 -3.5623 -0.6613
25 C 1.3337 -3.2183 -1.9642
26 C 2.0729 -4.1017 -2.7368
27 C 2.4628 -5.3258 -2.2084
28 C 2.1131 -5.6670 -0.9068
29 C 1.3625 -4.7934 -0.1353
30 H -0.4355 -3.2906 3.7436
31 H 0.8820 -4.1108 2.8909
32 H -0.8154 -4.3441 2.3830
33 H 1.9514 1.1708 1.8238
34 H 3.8764 1.9272 3.1879
35 H 4.4095 0.7826 5.3123
36 H 2.9859 -1.0616 6.1199
37 H 1.0099 -1.7586 4.8392
38 H -0.6140 1.0603 4.3527
39 H -2.5563 1.4065 5.8123
40 H -4.4866 -0.1299 5.6988
41 H -4.4611 -2.0346 4.1243
42 H -2.5485 -2.3727 2.6280
43 H -1.1939 -4.8849 -1.1917
44 H -3.4841 -5.6796 -1.5302
45 H -5.4062 -4.3589 -0.7042
46 H -5.0195 -2.2078 0.4589
47 H -2.7266 -1.3794 0.7845
48 H 1.0244 -2.2643 -2.3777
49 H 2.3340 -3.8389 -3.7527
50 H 3.0355 -6.0161 -2.8105
51 H 2.4065 -6.6235 -0.4986
52 H 1.0494 -5.1013 0.8549
53 C -3.2745 -0.0033 -2.3044
54 Si -2.2039 1.5101 -2.4202
55 C -3.2345 2.9690 -2.9303
56 C -0.7682 1.2072 -3.5812
57 As -1.1778 1.9279 -0.2975
58 Si 0.3165 3.7560 -0.7692
59 C 0.9018 4.4958 0.8391
60 C -0.4731 5.0617 -1.8425
61 C 1.8034 3.0669 -1.6729
62 Si -2.7426 2.7782 1.2843
63 C -3.9008 1.3379 1.6164
64 C -3.6686 4.2448 0.6082
65 C -1.8006 3.2759 2.8142
66 H -3.4634 -0.3848 -3.3106
67 H -4.2403 0.2209 -1.8500
68 H -2.7998 -0.8020 -1.7321
69 H -3.7002 2.7446 -3.8934
70 H -2.6611 3.8836 -3.0470
71 H -4.0365 3.1525 -2.2188
72 H -1.1118 0.6757 -4.4707
73 H 0.0055 0.5985 -3.1053
74 H -0.3145 2.1414 -3.9131
75 H 0.1760 5.1905 1.2566
76 H 1.8128 5.0651 0.6411
77 H 1.1356 3.7409 1.5909
78 H -1.4571 5.3662 -1.4941
79 H -0.5628 4.7289 -2.8768
80 H 0.1645 5.9488 -1.8448
81 H 2.5073 2.6241 -0.9653
82 H 2.3239 3.8856 -2.1744
83 H 1.5323 2.3375 -2.4352
84 H -4.6240 1.2228 0.8081
85 H -4.4534 1.4807 2.5467
86 H -3.3313 0.4028 1.7180
87 H -4.4680 3.9473 -0.0676
88 H -3.0297 4.9547 0.0885
89 H -4.1281 4.7756 1.4451
90 H -1.0439 2.5424 3.1060
91 H -2.5062 3.3796 3.6422
92 H -1.3128 4.2377 2.6784
93 C 3.6632 -1.7824 0.7614
94 N 3.9299 -1.6636 -0.6566
95 C 4.8567 -2.6486 -1.1925
96 C 3.3527 -0.7056 -1.4073
97 N 2.2417 -0.0799 -1.0542
98 N 3.9664 -0.3901 -2.5804
99 C 3.2059 0.2268 -3.6526
100 C 5.4013 -0.1231 -2.6420
101 H 4.4282 -1.2729 1.3544
102 H 3.6495 -2.8380 1.0392
103 H 2.7041 -1.3560 0.9897
104 H 4.5684 -3.6279 -0.8128
105 H 5.8839 -2.4487 -0.8860
106 H 4.8017 -2.6693 -2.2766
107 H 2.1846 0.7721 -1.6272
108 H 2.1896 -0.1645 -3.6730
109 H 3.6859 -0.0202 -4.5990
110 H 3.1720 1.3191 -3.5665
111 H 5.8667 -0.2968 -1.6779
112 H 5.5569 0.9245 -2.9061
113 H 5.8893 -0.7448 -3.3924

Atoms 1-3, force components in eV/Å:
-0.30 -1.50 0.28
0.02 -0.08 0.06
0.06 -0.23 0.20

net charge of number 1 (C39H62B2N12Pt)?
+2

What is the net charge in the first record?
+2

Which value of net charge does entry 2 give?
+2